C66H134F24N11O18S8 | ωB97M-V/def2-TZVPD

Structure (ORCA input):
```
! wB97M-V def2-TZVPD RIJCOSX def2/J DEFGRID3
* xyz 3 1
C 20.178 24.930 20.312
C 18.978 25.733 20.813
C 17.776 25.501 19.901
N 16.751 26.603 19.936
C 16.312 26.866 21.325
C 15.511 26.250 19.029
C 15.743 26.986 17.736
C 17.074 27.691 17.817
C 17.200 27.955 19.279
H 19.933 23.885 20.107
H 20.914 24.935 21.116
H 20.625 25.503 19.511
H 19.116 26.824 20.820
H 18.690 25.478 21.859
H 17.143 24.613 20.155
H 18.059 25.439 18.851
H 17.062 27.381 21.936
H 16.080 25.902 21.881
H 15.446 27.505 21.244
H 14.572 26.504 19.489
H 15.527 25.184 18.851
H 14.923 27.703 17.612
H 15.738 26.210 16.926
H 17.150 28.583 17.227
H 17.863 26.969 17.475
H 16.444 28.702 19.557
H 18.170 28.310 19.654
C 16.650 9.162 11.765
C 17.415 10.470 11.552
C 16.956 11.439 12.631
N 17.646 12.778 12.799
C 18.945 12.564 13.596
C 16.762 13.743 13.517
C 17.297 15.140 13.150
C 18.083 14.932 11.829
C 17.925 13.491 11.450
H 16.593 8.498 10.899
H 15.604 9.370 11.947
H 17.145 8.522 12.490
H 17.184 10.727 10.544
H 18.436 10.178 11.520
H 16.895 10.913 13.581
H 15.920 11.713 12.397
H 18.671 12.047 14.511
H 19.477 13.483 13.852
H 19.593 11.869 13.097
H 16.851 13.593 14.622
H 15.706 13.702 13.218
H 17.928 15.603 13.912
H 16.446 15.849 13.009
H 19.112 15.199 11.982
H 17.673 15.520 10.985
H 18.839 13.035 11.200
H 17.097 13.298 10.773
C 12.725 18.497 19.997
C 13.056 18.032 21.404
C 14.521 17.711 21.532
N 14.953 17.036 22.852
C 14.905 18.129 23.848
C 16.368 16.514 22.646
C 16.162 15.166 21.970
C 14.698 14.738 22.311
C 14.191 15.815 23.226
H 13.005 17.695 19.321
H 13.356 19.263 19.640
H 11.678 18.707 19.892
H 12.469 17.113 21.629
H 12.768 18.773 22.165
H 15.148 18.551 21.350
H 14.688 16.954 20.773
H 15.620 18.946 23.650
H 15.172 17.761 24.849
H 13.925 18.551 23.886
H 16.759 16.377 23.673
H 16.913 17.195 22.033
H 16.854 14.355 22.208
H 16.217 15.425 20.904
H 14.746 13.753 22.819
H 14.122 14.641 21.412
H 14.438 15.614 24.276
H 13.077 16.034 23.171
C 22.206 22.038 19.459
C 23.624 21.475 19.874
C 23.623 19.967 19.653
C 25.026 19.417 20.034
N 25.092 17.953 20.421
C 24.577 17.569 21.790
C 25.221 16.222 22.157
C 26.423 16.099 21.110
C 26.526 17.414 20.387
C 24.322 17.172 19.322
H 21.413 21.681 20.118
H 21.947 21.762 18.415
H 22.170 23.127 19.444
H 23.778 21.636 20.940
H 24.445 22.035 19.424
H 23.358 19.702 18.639
H 22.834 19.564 20.299
H 25.492 19.878 20.891
H 25.751 19.492 19.209
H 23.516 17.617 21.904
H 24.965 18.325 22.436
H 24.593 15.385 22.157
H 25.704 16.221 23.129
H 26.289 15.330 20.406
H 27.426 15.951 21.551
H 26.921 17.370 19.357
H 27.192 18.093 20.921
H 23.249 17.265 19.598
H 24.643 16.162 19.429
H 24.613 17.468 18.311
C 28.882 18.226 10.432
C 27.429 18.054 10.045
C 26.402 19.153 10.432
C 25.135 18.874 9.663
N 24.028 19.885 9.810
C 23.763 20.352 11.245
C 22.320 20.831 11.245
C 21.638 20.316 9.988
C 22.659 19.299 9.435
C 24.261 21.148 8.976
H 29.429 17.340 10.043
H 28.972 18.145 11.547
H 29.330 19.117 10.024
H 27.125 17.109 10.546
H 27.303 17.766 8.973
H 26.884 20.057 10.106
H 26.242 19.204 11.495
H 24.782 17.857 9.980
H 25.325 18.821 8.573
H 24.518 21.110 11.528
H 23.904 19.481 11.850
H 22.215 21.914 11.401
H 21.741 20.417 12.099
H 21.543 21.106 9.219
H 20.705 19.877 10.219
H 22.581 19.256 8.344
H 22.685 18.302 9.847
H 23.449 21.816 9.179
H 24.282 20.847 7.925
H 25.187 21.613 9.254
C 18.611 18.940 13.992
C 18.168 19.797 15.176
N 18.447 19.297 16.574
C 17.582 20.212 17.468
C 18.028 17.900 16.723
C 18.115 17.450 18.160
C 19.906 19.353 16.940
C 20.730 20.358 16.150
O 20.298 21.652 16.502
C 21.215 22.726 16.136
H 17.893 18.087 13.774
H 19.632 18.615 14.133
H 18.671 19.568 13.120
H 17.099 20.002 15.014
H 18.634 20.757 15.147
H 16.542 20.009 17.309
H 17.787 21.274 17.227
H 17.887 20.020 18.512
H 18.700 17.335 16.068
H 17.033 17.810 16.349
H 19.037 17.806 18.615
H 18.055 16.348 18.185
H 17.235 17.717 18.777
H 20.342 18.376 16.737
H 19.950 19.614 17.984
H 20.534 20.169 15.099
H 21.815 20.361 16.354
H 21.253 22.764 15.050
H 22.262 22.494 16.502
H 20.845 23.604 16.626
C 12.837 22.665 10.879
C 14.125 22.262 11.580
N 14.154 22.516 13.021
C 15.517 22.111 13.494
C 13.759 24.064 13.371
C 14.738 25.073 12.709
C 13.131 21.577 13.664
C 12.934 21.809 15.182
O 14.115 22.176 15.890
C 13.877 22.148 17.259
H 11.943 22.080 11.095
H 12.968 22.560 9.771
H 12.591 23.727 10.949
H 14.951 22.802 11.114
H 14.421 21.201 11.503
H 15.766 21.048 13.493
H 15.701 22.498 14.514
H 16.223 22.569 12.868
H 13.866 24.098 14.458
H 12.715 24.078 13.029
H 15.123 24.730 11.758
H 15.450 25.458 13.441
H 14.140 25.939 12.496
H 13.492 20.571 13.603
H 12.203 21.874 13.156
H 12.500 20.872 15.549
H 12.208 22.623 15.373
H 13.085 22.811 17.637
H 14.789 22.432 17.830
H 13.596 21.152 17.731
C 13.511 16.590 16.359
F 13.180 15.630 15.516
F 12.505 17.111 17.025
F 14.435 16.146 17.250
S 14.342 17.998 15.481
O 14.365 19.027 16.463
O 15.644 17.515 14.993
N 13.367 18.337 14.336
S 13.781 17.953 12.766
O 14.492 19.054 12.173
O 14.232 16.600 12.539
C 12.067 18.128 12.004
F 11.777 19.435 12.186
F 12.170 17.836 10.712
F 11.082 17.451 12.499
C 21.509 15.124 17.747
F 22.824 15.033 17.327
F 21.323 14.407 18.846
F 21.331 16.470 18.041
S 20.513 14.579 16.302
O 20.911 13.216 16.255
O 19.129 14.885 16.652
N 20.894 15.584 15.180
S 21.965 15.142 14.046
O 23.014 14.275 14.479
O 21.261 14.923 12.820
C 22.753 16.858 13.639
F 21.927 17.768 13.179
F 23.352 17.362 14.801
F 23.731 16.868 12.686
C 25.810 21.955 16.233
F 27.073 22.273 15.989
F 25.769 21.159 17.359
F 25.109 23.039 16.550
S 25.055 21.045 14.741
O 25.229 19.697 15.149
O 23.733 21.514 14.662
N 25.937 21.388 13.499
S 26.287 22.744 12.737
O 25.899 22.593 11.365
O 26.029 23.960 13.468
C 28.141 22.588 12.683
F 28.525 21.538 11.919
F 28.541 23.685 12.004
F 28.821 22.489 13.842
C 20.077 17.639 22.221
F 20.115 17.670 23.548
F 21.298 17.045 21.902
F 19.128 16.887 21.646
S 19.934 19.384 21.624
O 20.856 20.181 22.435
O 20.147 19.236 20.232
N 18.396 19.454 21.959
S 17.657 20.875 22.070
O 18.356 22.000 21.485
O 16.217 20.886 21.923
C 17.730 21.201 23.899
F 17.419 20.203 24.712
F 18.984 21.613 24.217
F 16.832 22.224 24.087
*
```

Values from the calculation:
Highest occupied orbital energy in Eh: -0.51366
E_tot in hartree: -10133.0536
Orbital gap in eV: 8.82